A molecular structure, C30H37N5O5S3Zr, computed with ωB97M-V with the def2-TZVPD basis set.

ORCA input file:
```
! RIJCOSX wB97M-V def2-TZVPD def2/J DEFGRID3
* xyz 2 1
C -1.2532 3.6167 -3.4638
H 1.5029 -1.2854 -4.0491
C -2.2694 3.5018 1.3193
H -3.7219 0.0091 2.6440
C -2.6942 4.0912 2.5023
H -2.2908 4.3988 4.5845
S 0.6790 -2.6591 0.9341
H -3.5946 4.6889 2.5101
H -2.4417 4.6200 -4.9136
C -0.3917 2.5810 2.4971
C -1.7498 -2.9244 -2.0523
C 2.7316 -4.7269 1.5299
H -2.0994 -3.7988 -2.6050
C -1.4032 -1.8554 -3.0906
C -3.5979 -0.9183 3.1940
C 0.4373 -1.2885 4.2840
H 1.9648 3.0446 3.4739
C -1.4876 4.1551 -4.7044
C 0.7091 3.5334 -5.4473
H 2.4182 -1.1402 3.8629
H -2.0151 3.6513 -2.6981
H -0.3123 -2.1771 6.1446
C -2.8281 -2.4819 -1.0697
N 1.7323 -1.4191 4.5527
H -2.6803 -1.8958 5.4481
C 1.5030 1.7852 -1.6581
H -0.2185 3.0643 4.5882
H 1.3802 -3.1442 -1.6095
O -1.4692 -0.1840 1.6333
C 2.2439 2.4038 -3.8703
H 3.7128 -2.8626 -2.4743
H 2.4403 -4.9867 0.5137
C 2.2935 -2.3978 1.3230
N -2.1970 -1.0404 3.6174
H -0.9932 -2.2714 -4.0148
H 1.4866 1.5218 4.2852
O 3.1549 -3.3451 1.5722
H 1.8970 -4.8821 2.2101
C 1.7864 1.9792 3.3426
C 2.5095 1.8483 -2.6584
O -0.2707 -0.5712 -1.0569
N 0.0862 -0.7176 3.1291
H -2.5091 -1.6234 -0.4782
H 0.8180 -3.5482 -3.2265
H -3.8703 -1.7585 2.5580
S -0.1610 -0.6463 -2.6099
N -0.5185 2.0898 0.2082
O 0.7558 1.7961 2.3524
C -0.0126 3.0196 -3.1779
Zr 0.5315 0.1192 0.7258
H -3.7448 -2.2117 -1.5956
H -3.0688 -3.2990 -0.3894
H 3.1615 -3.2340 -4.1100
C 0.9757 2.9784 -4.1797
H -2.2762 -1.2578 -3.3560
H -4.2221 -0.9060 4.0827
H -2.8131 3.6326 0.3936
H 2.6815 1.5002 2.9596
C -1.2011 -0.6426 2.7880
H 3.0952 -4.4690 -2.8598
C 1.5520 -2.9626 -2.6703
H -0.8546 -3.2394 -1.5167
H 2.1252 -0.8657 -2.4652
C -0.5672 -1.7356 5.1938
H -0.7054 4.5395 -6.6797
C -0.5045 4.1115 -5.7076
H 2.0434 -1.8420 5.4107
C -0.7924 3.1689 3.6789
N -0.5744 2.7369 -0.8710
S 2.9193 -0.8068 1.3455
C -1.8562 -1.5880 4.8200
C -1.9612 3.9271 3.6693
C 1.3830 -1.4834 -2.9781
H 3.0188 2.4220 -4.6276
O 1.7873 1.1653 -0.5321
H 3.4801 1.4310 -2.4239
H 3.6005 -5.2972 1.8374
C -1.1168 2.7399 1.3255
C 0.2708 2.4218 -1.8942
C 2.9626 -3.4054 -3.0514
H 1.4783 3.5022 -6.2087
*
```

Energy above the lowest of the compared OMol25 structures with the same formula, charge and spin in kJ/mol: 0.0
Largest force on an atom in eV/Å: 0.50


A molecular structure, C39H38ClInN3O2P2S3, computed with ωB97M-V with the def2-TZVPD basis set.

ORCA input file:
```
! RIJCOSX wB97M-V def2-TZVPD def2/J DEFGRID3
* xyz 1 1
C -0.2538 4.9492 -2.8225
H -2.2673 7.3185 -1.8102
In 0.1662 -0.5169 -0.1529
H -3.8203 -3.9614 0.1973
H -1.9173 -3.4864 -3.4721
H 1.4333 2.2112 1.8983
H 2.7628 -1.5197 -0.1711
C 1.1117 0.5260 5.4333
H -1.4261 -4.1777 0.2727
H 1.0998 5.1809 -4.4552
C -2.0521 2.9278 -0.9579
C -3.7992 7.3272 -3.3003
Cl 3.1552 0.5079 0.9101
H -5.3697 7.0368 -4.7275
C 2.9217 3.5089 -1.5161
C 0.8311 3.5789 3.4292
H -0.1870 -4.6884 -1.7523
S -1.0186 -1.8901 1.5783
H -1.5382 -5.6346 -2.4092
N 0.2158 -0.5287 3.5059
H -0.1658 0.4726 7.1611
C -0.1903 4.3815 3.9109
H 2.6080 0.5513 3.9035
C 3.1880 0.8990 7.2215
O 0.1175 -2.1803 -1.9433
C -1.4231 4.3849 3.2769
C 0.8456 0.5719 6.7972
C -1.8700 -3.4941 -2.3819
H -1.9357 2.6994 -2.0219
H -0.0199 1.2649 -2.5810
C 1.8889 0.7713 7.6846
O -1.8612 -1.2981 -1.5007
H 0.1748 6.2342 0.2743
H -2.2403 4.9543 3.6918
C 3.4509 0.8024 5.8649
P -0.6785 2.1072 -0.0345
C 2.4165 0.6187 4.9634
C -4.9518 5.2510 -3.6229
H 1.8441 3.8400 0.3019
C 0.6454 2.8519 2.2679
H 2.7686 -0.1119 -1.2995
S -1.6120 2.1088 5.6593
C -3.3490 -4.3900 -0.6857
H 2.2309 7.0997 -0.8043
N -3.2199 -3.3703 -1.7636
H 3.9954 1.0623 7.9194
C -0.8471 -0.7026 2.8156
C -0.5535 2.9462 1.5646
H 3.7717 3.0489 -3.4221
C 1.8732 2.0931 -3.1458
H -1.8980 -5.8583 -0.0110
C -1.1651 0.9508 4.6073
H -3.9874 -3.4367 -2.4311
H 1.8705 1.6171 -4.1156
C -1.2705 -4.7689 -1.8035
H 2.6671 6.6008 -3.1845
N 0.0516 0.3471 4.5070
C 1.5352 6.4977 -1.3704
C 1.7863 6.2055 -2.7003
H 1.7706 3.5201 3.9569
S -2.2005 0.3059 3.3210
C -1.9217 -4.8534 -0.4243
H -3.9595 -5.2174 -1.0486
H -2.9980 2.5076 -0.5987
C 0.7860 2.5307 -1.0361
P -2.0876 4.7956 -0.6625
H -3.6575 8.3695 -3.5453
H -0.9564 4.3582 -3.3952
H 4.4661 0.8793 5.5053
C 1.8518 3.3331 -0.6524
C 0.8988 5.4197 -3.4207
C -4.7627 6.5800 -3.9604
H -0.0396 4.9689 4.8027
H -3.1488 -2.3736 -1.3854
C -0.5160 5.2500 -1.4897
H 3.7477 4.1333 -1.2107
C -3.0193 6.7364 -2.3277
H -4.3475 3.6204 -2.3788
C 0.8123 1.9010 -2.2824
H -5.7120 4.6693 -4.1225
C -3.1789 5.3863 -2.0114
H 1.6859 0.8280 8.7431
C -1.6202 3.6511 2.1208
C -4.1743 4.6542 -2.6434
H -2.6049 3.6239 1.6750
C 0.3863 6.0182 -0.7653
C 2.4606 -0.4878 -0.3300
C -1.1109 -2.2101 -1.9134
C 2.9351 2.8968 -2.7580
*
```

Energy above the lowest of the compared OMol25 structures with the same formula, charge and spin in kJ/mol: 140.6
Largest force on an atom in eV/Å: 1.78


A molecular structure, C46H50AsF5N8O3PTl, computed with ωB97M-V with the def2-TZVPD basis set.

ORCA input file:
```
! RIJCOSX wB97M-V def2-TZVPD def2/J DEFGRID3
* xyz 2 1
O -4.0362 5.6540 -0.9479
C -5.9402 -0.4970 -2.9014
H 0.1179 2.6038 -4.4994
H 0.0572 1.4891 -5.8222
C 1.2101 -1.8120 4.4007
H 6.4803 -1.3401 -1.0846
H 0.1624 1.7428 -2.1408
C -0.1974 0.0726 4.8931
H -3.8384 7.2334 0.9978
C 3.8851 -0.3337 -4.1927
C -3.7378 -0.8959 -2.0307
H 3.3221 4.6773 -1.5414
C -6.4993 -0.9461 -1.7113
C -3.2391 -1.5922 3.3998
F 0.7317 -1.2137 6.6193
H 6.2114 -2.8620 0.7788
H -7.5738 -0.9706 -1.5927
C -3.5397 -0.9213 4.5740
H 2.9070 -2.2974 -4.1459
C -0.5703 3.0296 0.7913
C 3.1523 4.1107 0.5368
C -4.2221 0.2879 4.5275
P 3.5817 0.4187 -0.3537
C 0.2752 -0.5078 2.5922
H 5.1377 3.3385 0.1420
H 4.6326 -2.3354 -3.8485
C 0.0778 0.6000 -3.9970
H 6.7615 0.9221 0.9421
C 4.4620 0.4040 -2.9937
H 4.3567 1.4840 -3.0354
H 1.5391 2.2835 -0.9497
C -3.6364 -1.0513 2.1786
C 6.2929 -1.8068 1.0335
C -5.6808 -1.3704 -0.6767
H -2.8208 6.1895 1.9265
N 0.0967 1.6574 -4.8311
H -2.2841 -6.7708 -0.4039
C -2.6661 -4.7152 0.0600
C -3.0023 3.1004 -0.4305
H -3.9527 3.1169 -0.9456
C 1.0435 -1.5603 3.0481
H 4.8354 -0.9829 2.4446
H 6.9587 -1.7325 1.8929
C -2.8807 -6.0787 0.1745
F -0.8032 0.8599 5.7750
C -0.3459 0.2867 3.5341
C 2.6105 4.1678 -0.8903
C 4.9210 -1.1896 1.3770
C -4.3235 0.1578 2.1310
H -6.5839 -0.1721 -3.7076
H 2.3571 3.8670 1.2465
N 4.8603 0.0884 0.6227
C -4.6128 0.8277 3.3109
H -4.6496 0.5685 1.1824
H -5.0174 -3.6252 2.2694
F 1.6424 -2.3786 2.1747
H -4.1317 -0.1416 -3.9993
H 2.9154 0.0989 -4.4511
C -3.8618 -6.5563 1.0340
As -3.1726 -1.9680 0.5716
H -2.6607 -0.9058 -2.1546
N 3.6124 2.0515 -0.5482
C -3.3619 5.5081 0.0469
H -4.0274 -7.6216 1.1205
H 6.1900 1.0625 -0.7216
C 0.1157 0.7616 -2.5953
C -2.5228 4.2540 0.1792
F 1.9534 -2.8279 4.8136
C 0.0607 -1.5234 -2.3343
H 4.2400 -2.1969 -1.5907
H 7.9236 -0.9364 -0.1562
H 4.0839 -1.8300 1.1020
H 2.5867 2.5328 -2.3539
N 3.6756 -0.1652 -1.8901
N 0.0258 -0.6191 -4.5353
H -0.8562 5.0879 1.2764
C -4.5625 -0.4745 -3.0642
H -6.1228 -1.7276 0.2469
C -4.6294 -5.6769 1.7838
O 2.3558 -0.1764 0.3082
C 3.5046 -1.6067 -2.1461
C 6.2207 0.4029 0.1461
H 4.3004 2.4628 1.4261
C 3.7241 -1.7629 -3.6639
N -1.0324 1.9245 0.2012
O -1.5713 -1.6928 0.1458
H 0.0250 -2.3684 -1.6649
N -3.2808 6.3963 1.0585
C -2.2348 1.9569 -0.3887
C 0.0260 -1.6560 -3.7115
H -1.8962 -4.3353 -0.6006
H -2.5772 1.0342 -0.8460
N 0.0990 -0.2943 -1.7992
H -0.0093 -2.6402 -4.1630
F -1.1409 1.3011 3.1477
C 2.5074 2.6953 -1.2772
Tl 0.0643 -0.1484 0.4831
C -4.2986 -1.3356 -0.8383
C 0.5864 -0.9868 5.3270
H -5.1560 1.7626 3.2817
C -3.4383 -3.8369 0.8145
C -1.2836 4.2137 0.8042
H 3.6070 5.0458 0.8577
H 0.3990 2.9574 1.2685
H 4.5256 -0.2795 -5.0706
C -4.4204 -4.3096 1.6776
C 4.1637 2.9730 0.4752
H 5.5283 0.1703 -2.8860
H 1.6537 4.6827 -0.9771
H -3.2463 -1.3411 5.5272
H -4.4569 0.8062 5.4475
C 6.8361 -0.9616 -0.1232
H 2.5170 -1.9264 -1.8148
H -5.3892 -6.0544 2.4541
H -2.7108 -2.5391 3.4359
*
```

Energy above the lowest of the compared OMol25 structures with the same formula, charge and spin in kJ/mol: 0.0
Largest force on an atom in eV/Å: 0.49


A molecular structure, C21H28N3O2Pd, computed with ωB97M-V with the def2-TZVPD basis set.

ORCA input file:
```
! RIJCOSX wB97M-V def2-TZVPD def2/J DEFGRID3
* xyz -1 3
H 2.5267 -1.9311 0.7057
H -2.7032 -3.9542 2.6155
O -0.2222 3.6518 -2.3316
H 0.3738 2.9930 -4.2253
C 0.9790 -1.4175 3.6458
H 0.4873 -1.6076 -2.1297
H 1.6627 3.7221 -3.2286
H -1.8570 5.4520 -4.1379
C 0.9905 -2.8418 3.5461
H -1.2162 -2.0753 -1.0519
H 2.9905 0.3382 -0.0271
N -2.6698 -1.8809 5.3267
C 1.4126 -1.1775 -1.7348
C -0.7643 0.8430 -0.6814
N -2.3044 -3.8667 6.7741
C -2.1477 -1.5472 4.2190
C -0.9905 5.6469 -3.4983
C 1.1533 0.1856 -1.1510
H -0.9706 6.7086 -3.2468
Pd -0.4184 -1.9391 1.8804
C 0.1003 0.9998 -1.9284
H 1.1193 5.8580 -3.9927
C -0.8214 -4.3000 1.4405
C 0.2953 5.1685 -4.1861
H 0.5915 -3.9252 -0.2814
C -2.0476 -3.6772 1.7928
H -1.0080 1.7979 -0.2001
H 0.1790 5.0468 -5.2633
C 1.6398 -3.1860 2.3276
H -2.1248 4.4034 -2.0526
C 0.6004 3.8167 -3.5222
C -1.1034 4.7827 -2.2194
C -2.4401 -2.9463 6.0536
H 0.4348 2.0225 -2.0477
H -0.7976 5.3783 -1.3419
C -1.2541 -2.6667 -0.1435
H 1.7180 0.1718 2.2280
C -2.3107 -2.6451 0.8281
H 2.1434 1.8941 -0.3136
N -1.8042 -1.0290 3.2074
C 1.9730 -1.9919 1.6406
H 1.8758 -4.1972 1.9948
C 2.4162 0.9286 -0.7589
H 3.0391 1.1031 -1.6444
H -0.3615 -5.1373 1.9617
H -0.3281 0.5725 -2.8365
C 1.5578 -0.8828 2.4459
C -0.3199 -3.6703 0.2564
O 0.3031 0.1619 0.0203
H 1.8317 -1.8628 -0.9896
H -3.1776 -1.9900 0.7951
H 0.6361 -0.8389 4.5018
H 0.6184 -3.5433 4.2920
H -1.6222 0.1685 -0.7756
H 2.1361 -1.0875 -2.5575
*
```

Energy above the lowest of the compared OMol25 structures with the same formula, charge and spin in kJ/mol: 2.1
Largest force on an atom in eV/Å: 2.58


A molecular structure, C5H3GaO6, computed with ωB97M-V with the def2-TZVPD basis set.

ORCA input file:
```
! RIJCOSX wB97M-V def2-TZVPD def2/J DEFGRID3
* xyz 2 1
H 0.4689 -2.8371 -0.6034
Ga -0.2102 0.0359 -0.2968
O 0.4950 3.2077 1.3466
C 1.8712 -0.6896 1.6029
O -0.2690 -2.3255 -0.2463
C 1.0014 0.4470 -1.7963
O 1.9215 0.6386 -2.5253
C -1.8343 0.1912 0.9493
C 0.3590 2.2182 0.7935
C -0.5254 0.9034 -2.0640
O -1.5706 -0.1512 2.1052
O -1.0770 1.4639 -2.9603
O 2.7407 -0.8933 2.3180
H -0.5119 -2.8007 0.5590
H -2.8594 0.5913 0.8178
*
```

Energy above the lowest of the compared OMol25 structures with the same formula, charge and spin in kJ/mol: 204.0
Largest force on an atom in eV/Å: 12.21


A gas-phase ion, C3H10N3 (charge +1), computed with ωB97M-V with the def2-TZVPD basis set.

ORCA input file:
```
! RIJCOSX wB97M-V def2-TZVPD def2/J DEFGRID3
* xyz 1 1
C 0.8285 0.4449 -2.3034
N -0.1442 -0.6860 -0.0674
H -2.2751 0.2596 1.2317
H 0.5858 -1.3915 -0.2833
C -0.3574 0.1922 -1.2254
H -0.5122 1.1756 -0.7447
N -1.2614 0.4675 1.5683
H -1.2999 -0.1034 -1.8181
H 1.7206 0.9812 -2.0414
H -1.3592 0.6972 2.5498
C -0.2083 -0.3612 1.2349
H 1.1976 -0.5046 -2.1973
H 0.3519 -0.7861 3.1512
H 1.6654 -0.5881 1.9978
H 0.3973 0.8441 -3.2860
N 0.6706 -0.6415 2.2333
*
```

Energy above the lowest of the compared OMol25 structures with the same formula, charge and spin in kJ/mol: 173.0
Largest force on an atom in eV/Å: 3.76